The following is a DFT calculation (wB97M-V/def2-TZVPD) of C5H6O3 as an isolated structure in a non-equilibrium geometry.

Properties
* M: 114.10 u
* frontier orbital gap: 8.79 eV
* energy above the lowest of the compared OMol25 structures with the same formula, charge and spin: 136.3 kcal/mol

```
! wB97M-V def2-TZVPD RIJCOSX def2/J DEFGRID3
* xyz 0 1
C 1.50715 1.44547 0.61855
C 0.14275 -0.36112 -0.06826
C 0.97620 -1.23137 -0.41022
C -1.25546 -0.78050 -0.62917
C -2.65871 -0.00199 -0.15851
H 2.32802 0.99472 -0.39382
H 1.81260 1.01906 1.67734
H 1.35392 2.63174 0.88503
H 1.92719 -1.03655 0.38910
H 0.93566 -2.30056 -0.88738
H -2.32372 0.95425 0.04141
O 0.20796 1.02720 0.24858
O -1.22508 -1.69935 -1.41758
O -3.72847 -0.66101 0.10493
*
```